C3HLiO2 | the ωB97M-V functional and the def2-TZVPD basis

Geometry as XYZ:
```
7
Properties=species:S:1:pos:R:3:forces:R:3:mulliken_charge:R:1
C 0.2686 -0.0587 -1.4094 -0.646 -1.344 0.062 -0.451
C 0.2158 -0.9758 -0.5735 1.383 2.760 -0.649 0.110
O 0.4635 -1.4893 0.5527 -0.946 -1.368 0.398 -0.861
C -0.2474 0.9929 1.2679 -0.046 2.553 -1.284 -0.037
O -0.0795 1.9577 0.6847 -0.157 -1.935 1.612 -0.057
H 0.1997 0.6167 -2.2412 -0.105 -0.516 0.186 0.372
Li -0.8208 -1.0434 1.7188 0.518 -0.149 -0.325 0.924
```
Forces are in eV/Å.

## Properties
**Orbital gap**: 6.83 eV
**Energy above the lowest of the compared OMol25 structures with the same formula, charge and spin**: 0.000 eV
**HOMO level**: -7.567 eV

---

C4H10N4O3 | the ωB97M-V functional and the def2-TZVPD basis

Geometry as XYZ:
```
21
Properties=species:S:1:pos:R:3:forces:R:3:mulliken_spin:R:1
C -1.3214 -0.3234 -0.0835 0.331 0.427 0.585 0.342
C -1.4108 1.1212 -0.1776 -2.616 -1.563 -0.863 0.098
C 0.7444 -0.2616 1.2130 1.052 -1.988 -1.570 0.083
C 2.9885 -1.1435 0.4153 2.639 -3.257 -2.914 0.000
N -0.1038 -0.8444 0.3733 -0.573 0.591 0.375 -0.031
N -0.1965 1.6570 -0.0175 3.024 3.733 0.031 0.597
N -2.2279 -1.1300 -0.6281 -1.914 -0.468 -1.576 0.309
N -2.5159 1.7930 -0.5515 4.705 1.622 0.448 0.354
O 0.3200 -1.9297 -0.3557 0.049 0.220 -0.115 0.012
O -0.1099 2.9919 -0.2498 -3.546 -1.987 -0.013 0.246
O 1.9681 -0.6207 1.2457 0.680 0.494 0.887 0.031
H 0.5176 0.3790 2.0208 -0.983 0.743 0.493 -0.005
H 3.9801 -0.8637 0.6988 0.142 0.873 1.569 0.001
H 3.1388 -0.9320 -0.6623 -1.836 0.883 0.284 0.002
H 3.1818 -2.2910 0.3372 -1.470 1.478 1.029 0.002
H -2.9162 -0.5553 -1.1796 0.750 -1.782 0.537 -0.008
H -2.1983 -2.1841 -0.8396 0.278 2.303 0.722 -0.012
H -3.3778 1.3606 -0.6742 -1.980 -0.404 -0.243 -0.010
H -2.2775 2.7943 -0.7974 -1.234 -1.225 0.284 -0.009
H 1.0301 -2.2693 0.1997 0.269 -0.949 -0.135 0.004
H 0.7867 3.2516 -0.2869 2.232 0.257 0.185 -0.005
```
Forces are in eV/Å.

## Properties
**Orbital gap (alpha / beta)**: 7.81 / 7.12 eV
**⟨S²⟩**: 2.02
**Charge**: +2
**HOMO level (alpha / beta)**: -15.849 / -18.621 eV
**Multiplicity**: 3

---

C14H22N4O2S2 | the ωB97M-V functional and the def2-TZVPD basis

Geometry as XYZ:
```
44
Properties=species:S:1:pos:R:3:forces:R:3:mulliken_charge:R:1
C -0.1574 5.3376 0.0228 0.019 0.154 -0.119 -1.045
C -0.4916 5.9625 -1.3265 -0.191 -0.151 0.077 -0.462
C -1.1013 4.9801 -2.3274 0.228 0.180 -0.053 -0.569
C -0.1037 3.9500 -2.8718 -0.051 0.156 -0.003 -0.807
C 0.3849 2.9449 -1.8606 -0.416 0.096 -0.426 0.438
O 1.5506 2.7307 -1.6117 0.306 0.132 -0.052 -0.634
N -0.6078 2.2285 -1.2413 -0.207 0.197 -0.214 0.029
C -0.3320 1.3097 -0.2698 0.830 -0.457 0.509 0.513
N -1.2378 0.6367 0.3541 -0.832 1.139 -1.243 -0.952
N -0.7421 -0.1949 1.2630 0.490 -0.940 1.104 0.109
C 0.5445 -0.1600 1.3410 0.178 0.522 -0.421 0.411
S 1.4780 -1.1525 2.4094 0.341 -0.276 0.404 -0.210
C 0.1479 -2.1397 3.1538 -0.013 0.278 -0.129 -0.647
C -0.6739 -3.0007 2.1900 0.413 0.229 0.226 0.515
O -1.7435 -3.4395 2.5472 -0.409 -0.084 0.139 -0.680
N -0.0957 -3.2613 1.0085 0.324 -0.144 -0.390 -0.148
C -0.8026 -3.8792 -0.0941 -0.366 -0.142 0.102 -0.133
C -1.3253 -2.8097 -1.0627 0.044 0.049 0.118 -0.806
C -0.1216 -2.5259 -1.9556 -0.137 -0.063 -0.087 -0.309
C 0.4681 -3.9161 -2.2060 0.103 0.044 -0.084 -0.665
C 0.1629 -4.7305 -0.9349 -0.009 -0.077 -0.030 -0.921
S 1.3134 0.9687 0.2242 -0.736 -0.544 0.495 -0.186
H 0.6529 4.6196 -0.0642 0.094 -0.076 0.115 0.261
H -1.0274 4.8357 0.4430 -0.065 -0.063 0.082 0.269
H 0.1583 6.1093 0.7208 0.044 0.004 0.114 0.394
H -1.2084 6.7721 -1.1696 0.063 0.050 -0.050 0.358
H 0.4115 6.4003 -1.7560 -0.005 0.093 -0.063 0.282
H -1.9559 4.4808 -1.8645 -0.108 0.027 -0.041 0.328
H -1.4806 5.5473 -3.1804 -0.081 -0.092 0.011 0.330
H 0.7720 4.4623 -3.2730 -0.014 -0.112 0.011 0.312
H -0.5748 3.3920 -3.6860 0.062 -0.022 -0.029 0.363
H -1.5834 2.3817 -1.4516 0.097 0.018 0.019 0.262
H -0.5333 -1.4676 3.6748 -0.021 -0.149 -0.043 0.342
H 0.6402 -2.7844 3.8835 -0.006 0.032 -0.025 0.432
H 0.7774 -2.8074 0.7828 -0.074 0.018 0.196 0.345
H -1.6125 -4.4591 0.3530 0.113 0.042 -0.088 0.455
H -1.6892 -1.9324 -0.5304 -0.100 -0.023 0.003 0.331
H -2.1417 -3.2227 -1.6551 -0.075 -0.045 -0.074 0.336
H -0.3962 -2.0222 -2.8813 0.058 0.102 -0.011 0.449
H 0.5978 -1.8932 -1.4313 0.048 0.098 0.036 0.031
H -0.0247 -4.3698 -3.0661 0.029 -0.010 -0.057 0.295
H 1.5355 -3.8738 -2.4179 0.019 -0.053 -0.094 0.353
H 1.0678 -4.9376 -0.3641 -0.017 -0.081 0.031 0.320
H -0.2924 -5.6866 -1.1870 0.034 -0.057 0.032 0.308
```
Forces are in eV/Å.

## Properties
**Orbital gap**: 9.09 eV
**Energy above the lowest of the compared OMol25 structures with the same formula, charge and spin**: 0.135 eV
**HOMO level**: -8.538 eV
**SMILES string**: CCCCC(=O)Nc1nnc(SCC(=O)NC2CCCC2)s1

---

C19H36NbO5 | the ωB97M-V functional and the def2-TZVPD basis

Geometry as XYZ:
```
61
Properties=species:S:1:pos:R:3:forces:R:3:mulliken_charge:R:1
C 2.5426 3.8164 0.9412 0.038 -0.012 -0.100 -0.030
C 2.2856 4.0346 -0.2124 -1.264 -0.125 0.287 -0.452
C 1.5699 4.2908 -1.4790 1.185 0.350 -0.252 -0.691
C 1.4296 3.0788 -2.4061 0.134 -0.386 -0.614 -0.807
C 0.3754 1.9693 -2.1395 0.916 0.567 0.140 -0.441
Nb -1.0840 1.8854 -0.4227 0.609 -1.894 -1.862 -1.188
C -2.6890 0.6858 -1.4930 -1.544 1.312 0.988 -0.168
C -4.2054 1.0839 -1.4900 0.178 -0.484 -0.150 -0.391
C -4.6907 2.2064 -0.5821 -0.564 0.074 0.048 -1.099
C -0.1516 -0.0069 0.5485 -0.366 0.180 0.132 -0.480
O 1.1057 -0.4842 0.0091 -0.076 0.203 0.034 -0.157
C 2.2199 0.1223 0.6132 0.754 -0.556 0.158 0.322
C 3.3313 0.3701 -0.4157 -0.350 -0.030 -0.156 -1.134
H 2.5747 3.5820 1.9791 0.322 0.014 -0.036 0.424
H 2.2066 5.0177 -2.0047 -0.221 0.013 -0.176 0.345
H 0.6190 4.7951 -1.3056 -0.082 -0.231 0.330 0.305
H 2.4254 2.6270 -2.4867 -0.014 -0.008 0.135 0.357
H 1.2615 3.4791 -3.4136 -0.096 0.129 0.095 0.392
H -0.2899 1.9398 -3.0142 -0.289 0.084 0.200 0.552
H 0.9038 1.0071 -2.2008 -0.135 -0.096 0.300 0.091
H -0.1699 3.0225 0.6845 -0.956 0.216 0.177 0.102
H -2.2280 1.8434 1.0220 0.252 0.094 0.289 0.027
H -1.9186 3.3872 -1.1226 0.070 0.277 0.195 -0.036
H -2.3821 0.6680 -2.5385 0.467 0.047 0.000 0.259
H -2.6453 -0.3462 -1.1365 0.357 0.000 0.083 0.240
H -4.5153 1.3088 -2.5168 0.044 0.096 0.016 0.296
H -4.7852 0.1913 -1.2205 -0.038 0.028 -0.041 0.258
H -4.2363 3.1728 -0.7919 0.235 -0.090 -0.012 0.208
H -4.5398 1.9776 0.4721 0.229 0.007 -0.015 0.245
H -5.7764 2.3301 -0.7172 0.067 -0.028 -0.044 0.402
H -0.8823 -0.7998 0.3295 0.003 -0.006 -0.048 0.292
H -0.1302 0.0530 1.6459 0.256 -0.031 -0.035 0.145
H 1.9644 1.0349 1.1563 -0.201 0.054 -0.162 0.242
H 2.6263 -0.5921 1.3535 -0.117 0.163 0.146 -0.130
H 3.4098 1.4231 -0.6836 -0.002 -0.006 0.009 0.057
H 3.0749 -0.1910 -1.3177 0.081 -0.002 -0.001 0.188
H 4.3015 0.0159 -0.0642 0.020 0.085 0.056 0.445
O -2.0460 -1.5609 -3.5419 -0.211 -0.269 -0.478 -0.502
C -1.5073 -2.5751 -3.2285 0.209 0.334 0.450 0.365
O -1.9811 -3.8134 -3.5612 0.016 0.002 -0.064 -0.388
C -1.1757 -4.8247 -2.9401 0.097 -0.071 0.041 -0.446
C 0.1625 -4.1568 -2.6473 0.066 0.085 0.085 -0.646
C -0.2560 -2.7123 -2.3837 0.119 -0.472 -0.291 0.321
H -1.6794 -5.1564 -2.0284 0.015 0.018 0.015 0.241
H -1.0867 -5.6705 -3.6198 -0.124 0.040 -0.059 0.348
H 0.7021 -4.6214 -1.8235 -0.063 -0.015 0.018 0.348
H 0.7986 -4.2005 -3.5335 -0.010 -0.029 -0.001 0.297
H -0.5216 -2.5419 -1.3392 0.052 0.148 -0.004 -0.119
H 0.4940 -1.9894 -2.6896 -0.109 0.196 0.178 0.162
O 0.9796 0.7822 4.1469 0.062 0.162 0.300 -0.491
C 1.1612 -0.2984 4.6107 0.055 -0.027 -0.500 0.474
O 1.5956 -0.4991 5.8906 -0.038 -0.023 0.061 -0.398
C 1.8202 -1.8966 6.1188 -0.013 -0.103 0.018 -0.440
C 0.9725 -2.6185 5.0789 -0.009 -0.035 -0.131 -0.626
C 0.9983 -1.6343 3.9114 -0.184 -0.293 0.478 -0.083
H 2.8872 -2.1003 5.9958 -0.002 -0.012 -0.024 0.243
H 1.5321 -2.1377 7.1403 0.024 0.134 0.035 0.335
H 1.3480 -3.6111 4.8345 0.059 0.025 0.026 0.357
H -0.0495 -2.7262 5.4462 0.012 -0.004 0.021 0.284
H 1.8583 -1.7892 3.2587 -0.050 0.059 -0.089 0.100
H 0.0848 -1.6475 3.3242 0.120 0.144 -0.200 0.278
```
Forces are in eV/Å.

## Properties
**Orbital gap**: 6.44 eV
**Charge**: -1
**HOMO level**: -4.009 eV

---

C3H7NO3S | the ωB97M-V functional and the def2-TZVPD basis

Geometry as XYZ:
```
15
Properties=species:S:1:pos:R:3:forces:R:3:mulliken_charge:R:1
H 0.8345 2.2499 -0.3823 2.185 2.580 0.267 0.222
N 0.2963 1.4783 -0.5294 -2.624 -2.551 -0.264 -0.655
C 0.4355 0.6454 0.4038 0.231 0.554 -2.386 0.711
C 1.4521 0.6540 1.4459 -1.493 -2.853 0.669 -1.045
O -0.4415 -0.4310 0.4219 0.853 -0.732 -0.408 -0.356
S -0.1005 -1.8604 -0.3573 -1.812 1.062 -0.715 1.169
C -0.5794 -1.4472 -2.0673 0.843 -0.306 0.940 -0.848
O -1.0861 -2.6677 0.2475 -0.268 -1.144 0.324 -0.593
O 1.2884 -2.1443 -0.3388 0.642 0.077 0.372 -0.596
H 0.8108 0.2854 2.2603 1.132 0.266 0.746 0.295
H 2.2365 -0.0681 1.2119 -0.228 -0.268 0.109 0.263
H 1.9009 1.5668 1.5738 0.752 2.287 0.563 0.453
H 0.3916 -1.2192 -2.4520 0.465 0.413 -0.693 0.311
H -1.0374 -2.2250 -2.7043 -0.024 0.262 1.000 0.336
H -1.1190 -0.5370 -1.9025 -0.654 0.355 -0.521 0.333
```
Forces are in eV/Å.

## Properties
**Orbital gap**: 11.52 eV
**Energy above the lowest of the compared OMol25 structures with the same formula, charge and spin**: 1.050 eV
**HOMO level**: -10.780 eV
**SMILES string**: [H]/N=C(\C)OS(C)(=O)=O

---

C3H17NO6 | the ωB97M-V functional and the def2-TZVPD basis

Geometry as XYZ:
```
27
Properties=species:S:1:pos:R:3:forces:R:3:mulliken_charge:R:1
O 1.4761 2.8758 0.5934 2.357 -0.107 -2.557 -0.598
C 0.4714 1.8290 0.5298 2.998 0.449 -0.067 0.002
C 0.3362 1.3344 -0.8942 -4.787 -2.595 0.162 -0.511
N -1.0985 1.5225 -1.5441 5.002 1.443 -2.805 -0.483
C -1.3064 0.7117 -2.7423 -2.215 1.217 -1.709 -0.344
O -1.5095 -0.6513 -2.3590 -0.222 0.645 -0.082 -0.570
H 2.1067 2.7761 -0.2267 -1.818 0.304 2.520 0.333
H 0.7936 1.1773 1.3472 -0.055 -1.175 -0.747 -0.093
H -0.2835 2.3352 1.0038 -2.937 0.905 0.182 0.419
H 1.0631 1.7005 -1.5389 1.058 1.440 -1.132 0.301
H 0.4231 0.2536 -1.0376 0.547 -0.198 0.868 0.351
H -1.8723 1.3677 -1.0129 -2.013 -0.381 2.567 0.309
H -2.3653 1.1498 -3.2212 2.534 -1.089 1.112 0.243
H -0.5585 0.8365 -3.6614 -1.118 -0.478 2.532 0.244
H -2.1857 -0.5775 -1.6206 1.137 -0.111 -1.285 0.446
O -3.0640 -1.0843 -0.3452 0.449 -1.315 -0.785 -0.676
H -3.3052 -1.1266 0.5656 -0.280 0.079 1.069 0.297
H -2.6197 -1.9488 -0.5250 -0.543 0.852 0.304 0.326
O -0.1526 -2.2057 2.6722 -0.626 -0.270 -0.253 -0.613
H 0.2354 -1.3566 2.6921 -0.065 2.249 -0.391 0.304
H 0.5295 -2.6017 3.1828 0.582 -1.698 0.920 0.296
O 1.0781 -3.9006 0.8493 0.413 0.014 -1.578 -0.601
H 1.1738 -3.8537 -0.1372 -0.104 -0.132 1.381 0.315
H 1.4489 -3.0649 1.1575 -0.256 -0.131 -0.111 0.292
O 3.3705 0.7786 2.1613 1.758 4.688 0.350 -0.635
H 2.8764 0.0138 2.0676 -2.160 -1.454 -0.487 0.286
H 2.9383 1.7095 2.0437 0.365 -3.151 0.023 0.360
```
Forces are in eV/Å.

## Properties
**Orbital gap**: 9.00 eV
**Energy above the lowest of the compared OMol25 structures with the same formula, charge and spin**: 3.392 eV
**HOMO level**: -9.031 eV
**SMILES string**: OCCNCO.O.O.O.O

---

C4H17N2O2 | the ωB97M-V functional and the def2-TZVPD basis

Geometry as XYZ:
```
25
Properties=species:S:1:pos:R:3:forces:R:3:mulliken_spin:R:1
C 0.0938 0.3724 -0.8342 -2.894 -1.614 0.455 -0.029
N -1.0757 1.3111 -0.7465 3.513 0.974 3.502 0.860
C 1.3770 0.5872 -0.1449 1.793 0.570 -4.711 0.047
N -0.2590 1.0843 2.2854 0.965 -0.464 -0.148 0.032
C 2.8852 -1.3624 0.6838 -0.246 -0.303 0.284 -0.002
C 2.4683 -0.4125 -0.4928 -1.142 0.272 0.937 0.006
H -0.3866 -0.5694 -0.4616 0.412 -0.025 -0.710 -0.002
H 0.2577 0.2444 -1.9212 0.559 -0.319 0.184 0.030
H -1.6177 1.0890 0.1152 -1.826 -1.072 -0.765 0.003
H -0.7391 2.2673 -0.5614 -0.570 0.559 -1.362 -0.010
H 1.7260 1.6242 -0.1770 -0.061 0.172 1.677 0.001
H 0.2884 0.6703 3.0450 -0.435 0.050 0.322 0.002
H 0.2934 0.7641 1.4721 -0.112 0.430 0.259 -0.009
H -0.1697 2.0925 2.4139 0.038 -0.029 -0.159 0.000
H 3.5964 -2.1213 0.3480 0.316 0.626 -0.084 0.000
H 3.2043 -0.8121 1.5753 0.273 -0.140 -0.416 0.000
H 2.0265 -1.9590 0.9508 -0.514 -0.062 0.167 0.000
H 2.1239 -1.0130 -1.3418 -0.290 -0.233 0.359 -0.001
H 3.3155 0.1762 -0.8394 0.268 0.359 0.390 0.004
H -2.4827 -1.3816 -2.7222 -0.333 -0.129 0.097 0.004
H -2.0169 0.0001 -2.3592 -0.375 0.039 -0.454 -0.001
O -2.3200 -0.8175 -1.9528 0.613 0.079 -0.149 0.033
H -1.5439 -0.3880 1.6082 -0.006 0.079 -0.095 -0.001
H -2.8804 -0.9444 1.4800 -0.329 -0.045 -0.867 -0.001
O -2.1655 -0.6255 0.8955 0.384 0.226 1.286 0.033
```
Forces are in eV/Å.

## Properties
**Orbital gap (alpha / beta)**: 6.63 / 5.02 eV
**Energy above the lowest of the compared OMol25 structures with the same formula, charge and spin**: 5.727 eV
**⟨S²⟩**: 0.76
**Charge**: +2
**HOMO level (alpha / beta)**: -18.829 / -18.637 eV
**Multiplicity**: 2